a) C2HN2O2 | the ωB97M-V functional and the def2-TZVPD basis

Kohn-Sham gap   7.4 eV
Charge   -1

Last column: Löwdin charge in e.
Element x y z (Å)
C (-0.855, -1.239, 0.210)  -0.5849
C (0.269, 0.737, -0.364)  -0.3222
N (1.022, 1.239, 0.682)  -0.0613
N (1.726, 0.830, -0.254)  -0.0251
O (-1.460, -1.534, -0.762)  0.0085
O (-0.560, -1.627, 1.320)  -0.0104
H (-0.141, 1.594, -0.831)  -0.0046



b) C2HN2O2 | the ωB97M-V functional and the def2-TZVPD basis

Kohn-Sham gap   7.9 eV
Charge   -1

Last column: Löwdin charge in e.
Element x y z (Å)
C (0.147, -1.793, 0.012)  -0.4904
C (-0.102, -0.494, 0.396)  -0.0708
N (0.456, -2.894, -0.275)  0.0301
N (-2.049, -0.062, 0.043)  -0.4064
O (-2.186, 1.077, -0.267)  -0.0563
O (-2.955, -0.855, 0.261)  -0.0571
H (0.402, 0.492, -0.064)  0.0510



Quick ranking, most stable first: a), b).



a) C5H11N3 | the ωB97M-V functional and the def2-TZVPD basis

Kohn-Sham gap (alpha / beta)   7.1 / 7.1 eV
Charge   0

Last column: Löwdin charge in e.
Element x y z (Å)
C (-0.067, -0.699, -0.191)  -0.0642
C (0.166, -0.228, -3.045)  -0.2595
C (0.025, -0.126, 3.002)  -0.0968
N (0.780, -0.972, -1.967)  -0.1487
C (0.465, 0.550, -0.095)  -0.2080
C (-0.786, 0.151, 1.775)  -0.3277
N (1.037, 1.595, -0.267)  0.2293
N (-1.971, 0.560, 1.823)  0.0882
H (1.780, -0.772, -1.932)  0.0355
H (1.003, 2.338, 0.426)  0.1056
H (-2.417, 0.657, 0.906)  0.0407
H (-1.076, -0.797, -0.572)  0.1100
H (0.420, -1.541, 0.278)  0.1116
H (-0.926, -0.281, -2.948)  0.0586
H (0.400, -0.668, -4.026)  0.0593
H (0.438, 0.840, -3.100)  0.0542
H (-0.536, 0.112, 3.911)  0.0724
H (0.316, -1.179, 3.026)  0.0715
H (0.949, 0.460, 2.994)  0.0680



b) C5H11N3 | the ωB97M-V functional and the def2-TZVPD basis

Kohn-Sham gap   9.2 eV
Charge   0

Last column: Löwdin charge in e.
Element x y z (Å)
C (0.363, 0.165, 2.725)  -0.0363
C (0.169, 0.110, 1.291)  -0.4062
N (-0.222, 1.131, 0.705)  0.1603
N (-0.390, 0.845, -0.812)  -0.1790
C (0.391, 1.652, -1.750)  -0.0992
N (0.047, -0.575, -0.957)  -0.1963
C (-1.166, -1.291, -1.402)  -0.0973
C (0.571, -0.973, 0.344)  -0.1417
H (1.305, 0.636, 2.805)  0.0788
H (0.391, -0.728, 3.337)  0.0853
H (-0.292, 0.766, 3.264)  0.0634
H (-0.076, 1.402, -2.840)  0.1289
H (0.084, 2.664, -1.532)  0.0605
H (1.436, 1.505, -1.628)  0.0533
H (-1.775, -0.511, -2.015)  0.1002
H (-0.860, -2.057, -2.192)  0.0871
H (-1.709, -1.653, -0.499)  0.0769
H (1.636, -1.136, 0.324)  0.1047
H (0.097, -1.952, 0.832)  0.1565



c) C5H11N3 | the ωB97M-V functional and the def2-TZVPD basis

Kohn-Sham gap   8.6 eV
Charge   0

Last column: Löwdin charge in e.
Element x y z (Å)
C (1.220, 1.222, -1.100)  -0.1285
C (1.814, 0.097, -1.894)  -0.1798
N (-0.187, 0.328, 0.700)  -0.0603
C (-0.570, 0.527, -0.511)  -0.4237
N (0.815, -0.550, 1.077)  0.0416
C (-1.896, -0.391, 1.346)  -0.0109
C (-1.888, -1.217, 2.376)  -0.0628
N (-1.551, 0.793, -1.217)  0.1285
H (1.030, -0.371, 2.052)  0.0966
H (0.498, -1.511, 0.976)  0.0950
H (-1.348, 1.243, -2.104)  0.0561
H (-2.791, -0.069, 0.823)  0.0586
H (1.811, 1.529, -0.244)  0.0609
H (0.882, 2.082, -1.672)  0.0622
H (1.165, -0.203, -2.719)  0.0643
H (2.778, 0.383, -2.333)  0.0633
H (1.993, -0.774, -1.261)  0.0507
H (-2.804, -1.580, 2.836)  0.0519
H (-0.973, -1.537, 2.869)  0.0362



Quick ranking, most stable first: b), c), a).



a) C5H11N3 | the ωB97M-V functional and the def2-TZVPD basis

Kohn-Sham gap   9.4 eV
Charge   0

Last column: Löwdin charge in e.
Element x y z (Å)
C (-1.746, 0.800, -0.556)  -0.0798
C (-0.576, 0.876, 0.374)  -0.2440
N (0.628, 1.179, -0.080)  -0.1005
C (1.472, 2.012, 0.769)  -0.1448
H (-1.419, 0.577, -1.573)  0.0795
H (-2.262, 1.764, -0.552)  0.0825
H (-2.455, 0.043, -0.214)  0.0652
H (-0.818, 1.007, 1.439)  0.1170
H (1.285, 1.870, 1.843)  0.0741
H (2.512, 1.742, 0.573)  0.0616
H (1.359, 3.070, 0.518)  0.0742
C (-0.451, -2.307, -0.737)  -0.0916
N (0.188, -1.401, 0.232)  -0.0978
C (1.457, -0.824, -0.061)  -0.3313
N (2.593, -1.077, -0.215)  0.1645
H (-1.526, -2.313, -0.549)  0.0729
H (-0.069, -3.325, -0.646)  0.0764
H (-0.275, -1.959, -1.756)  0.0886
H (0.102, -1.735, 1.192)  0.1333



b) C5H11N3 | the ωB97M-V functional and the def2-TZVPD basis

Kohn-Sham gap (alpha / beta)   8.3 / 8.3 eV
Charge   0

Last column: Löwdin charge in e.
Element x y z (Å)
C (0.795, 0.120, -1.318)  -0.2198
C (-1.635, -1.332, -0.117)  -0.1181
N (-1.049, -0.155, 0.505)  -0.0407
C (0.253, 0.501, 0.072)  -0.6839
C (0.916, 0.033, 1.250)  0.0462
N (0.191, 0.904, -2.379)  0.0138
C (1.530, -0.409, 2.307)  0.0383
N (0.501, 1.837, 0.397)  0.1155
H (-1.721, 0.561, 0.762)  0.1075
H (0.011, 2.154, 1.231)  0.0364
H (-0.790, 0.666, -2.485)  0.0575
H (0.230, 1.883, -2.107)  0.0594
H (1.869, 0.313, -1.307)  0.1158
H (0.665, -0.945, -1.515)  0.1055
H (-2.009, -1.129, -1.129)  0.0702
H (-0.885, -2.120, -0.182)  0.0777
H (-2.465, -1.696, 0.490)  0.0786
H (2.344, 0.154, 2.749)  0.0708
H (1.249, -1.342, 2.777)  0.0694



Quick ranking, most stable first: a), b).



a) C5H11N3 | the ωB97M-V functional and the def2-TZVPD basis

Kohn-Sham gap (alpha / beta)   7.6 / 7.6 eV
Charge   0

Last column: Löwdin charge in e.
Element x y z (Å)
C (0.302, -2.066, -0.625)  -0.0315
C (-0.938, -1.318, -0.190)  -0.4842
C (-1.514, 0.713, 0.905)  -0.0666
N (-0.693, -0.331, 0.778)  -0.0738
N (-2.126, -1.535, -0.588)  0.1377
H (-2.160, -2.267, -1.293)  0.0484
H (0.952, -1.412, -1.210)  0.0699
H (0.867, -2.388, 0.250)  0.0839
H (0.040, -2.931, -1.231)  0.0736
H (-1.652, 1.112, 1.904)  0.0920
H (-2.317, 0.847, 0.186)  0.0867
C (0.681, 2.257, 0.107)  -0.0918
C (1.499, 1.098, 0.211)  -0.3096
N (2.636, 0.763, -0.190)  0.0786
H (2.881, -0.211, -0.002)  0.0383
H (0.514, 0.116, 0.648)  0.1048
H (-0.459, 1.872, 0.356)  0.0574
H (0.628, 2.679, -0.894)  0.0950
H (0.857, 3.003, 0.879)  0.0912



b) C5H11N3 | the ωB97M-V functional and the def2-TZVPD basis

Kohn-Sham gap   10.5 eV
Charge   0

Last column: Löwdin charge in e.
Element x y z (Å)
H (-0.085, 2.418, -0.236)  0.0486
N (0.693, 1.802, 0.069)  0.1372
C (0.252, 0.582, -0.024)  -0.3265
C (1.126, -0.567, 0.406)  -0.1520
C (2.587, -0.365, 0.150)  -0.2396
N (3.322, -1.334, -0.293)  0.0732
H (4.295, -1.015, -0.369)  0.0407
C (-1.184, 0.331, -0.527)  -0.3935
C (-1.810, -0.975, -0.061)  -0.0809
N (-2.000, 1.475, -0.071)  0.0077
H (0.813, -1.492, -0.083)  0.1044
H (0.991, -0.684, 1.487)  0.1314
H (3.036, 0.610, 0.408)  0.1086
H (-1.151, 0.351, -1.622)  0.1439
H (-1.728, -1.103, 1.023)  0.0856
H (-2.870, -1.027, -0.335)  0.0767
H (-1.320, -1.830, -0.539)  0.0734
H (-2.975, 1.324, -0.333)  0.0751
H (-1.993, 1.499, 0.951)  0.0860



c) C5H11N3 | the ωB97M-V functional and the def2-TZVPD basis

Kohn-Sham gap   8.4 eV
Charge   0

Last column: Löwdin charge in e.
Element x y z (Å)
C (1.941, -0.231, -0.303)  -0.3458
C (-0.049, 1.023, 0.413)  -0.3971
C (-0.882, 1.137, -0.654)  -0.1452
C (-1.861, -0.226, -0.379)  -0.3024
C (-0.307, -0.362, 1.338)  -0.1500
H (1.700, -2.007, -0.960)  0.0950
H (3.116, -0.266, -0.559)  0.1597
H (1.784, 1.907, -0.074)  0.2069
H (0.053, 1.869, 1.241)  0.1549
H (-0.442, 0.480, -1.522)  0.1254
H (-1.555, 2.007, -1.114)  0.1511
H (-2.002, -0.889, -1.315)  0.1302
H (-2.822, 0.119, -0.166)  0.0672
H (-0.682, -1.980, 0.094)  0.1779
H (-0.423, -0.136, 2.460)  0.0927
H (0.982, -0.961, 0.942)  0.1384
N (1.266, -1.280, -0.399)  0.0134
N (1.511, 0.873, 0.464)  -0.0351
N (-1.329, -1.075, 0.493)  -0.1369



Quick ranking, most stable first: b), a), c).



a) H16NO11 | the ωB97M-V functional and the def2-TZVPD basis

Kohn-Sham gap   9.9 eV
Charge   -1

Last column: Löwdin charge in e.
Element x y z (Å)
N (31.162, 0.674, 0.704)  -0.5349
O (31.275, 1.914, 0.697)  -0.0291
O (30.421, 0.136, -0.173)  -0.0643
O (31.176, 0.204, 1.782)  -0.0028
O (28.799, -0.087, -2.770)  -0.0290
H (28.354, 0.283, -2.045)  -0.0042
H (29.510, -0.582, -2.426)  -0.0562
O (28.306, 1.350, 1.281)  -0.0491
H (28.787, 2.171, 1.394)  -0.0121
H (29.062, 0.867, 0.937)  -0.0244
O (30.742, -1.961, -2.062)  -0.0439
H (30.291, -2.742, -1.703)  0.0620
H (31.339, -1.702, -1.376)  0.0278
O (29.974, -2.020, 2.856)  -0.1195
H (29.424, -1.910, 2.034)  -0.0006
H (30.636, -1.304, 2.743)  -0.0054
O (30.210, 3.439, -1.635)  -0.0389
H (30.417, 4.348, -1.480)  0.0118
H (30.739, 2.962, -1.008)  -0.0206
O (28.698, -2.030, 0.332)  -0.0376
H (29.367, -1.528, -0.128)  -0.0150
H (28.031, -1.357, 0.336)  0.0434
O (30.564, 1.450, 4.234)  -0.1030
H (30.051, 0.666, 4.584)  0.0557
H (30.923, 1.145, 3.376)  -0.0094
O (29.516, 4.055, 1.478)  -0.0303
H (30.283, 3.773, 1.005)  -0.0107
H (28.920, 4.486, 0.875)  0.0401



b) H16NO11 | the ωB97M-V functional and the def2-TZVPD basis

Kohn-Sham gap   7.1 eV
Charge   -1

Last column: Löwdin charge in e.
Element x y z (Å)
N (0.221, -0.523, -0.275)  -0.2868
O (0.027, -0.293, -1.470)  0.0779
O (0.199, -1.614, 0.226)  0.1783
O (0.393, 0.461, 0.480)  0.0653
O (0.108, 2.184, -0.453)  0.0635
H (0.185, 1.303, -0.086)  -0.2506
H (0.745, 2.705, 0.037)  0.0899
O (-0.448, 1.875, -2.400)  -0.0928
H (0.082, 2.017, -1.616)  -0.1944
H (-0.970, 1.098, -2.200)  -0.0134
O (0.255, -0.471, 2.985)  -0.0821
H (0.719, 0.353, 2.837)  -0.2014
H (-0.382, -0.520, 2.272)  -0.1572
O (-2.136, 0.136, -0.225)  0.0041
H (-3.017, 0.106, -0.597)  0.0819
H (-1.583, -0.287, -0.882)  0.0320
O (1.203, 1.137, 2.126)  0.0522
H (1.419, 0.871, 1.233)  0.0309
H (1.883, 1.768, 2.361)  0.1047
O (1.928, -2.667, 0.497)  -0.0129
H (2.577, -2.083, 0.104)  0.0261
H (1.104, -2.183, 0.442)  -0.2167
O (-1.336, -0.919, 1.627)  -0.0436
H (-2.076, -1.298, 1.154)  0.0955
H (-0.665, -0.786, 0.957)  -0.0345
O (0.075, -1.031, -3.260)  -0.0488
H (0.257, -0.703, -2.380)  -0.2840
H (-0.766, -0.637, -3.494)  0.0169



Quick ranking, most stable first: a), b).



a) C2H8OS | the ωB97M-V functional and the def2-TZVPD basis

Kohn-Sham gap   10.5 eV
Charge   0

Last column: Löwdin charge in e.
Element x y z (Å)
C (1.912, 0.744, 1.260)  -0.0998
C (2.476, 0.218, 2.568)  -0.3362
O (1.462, -0.041, 3.540)  -0.1083
H (1.177, 0.031, 0.849)  0.0749
H (2.720, 0.881, 0.522)  0.0779
H (1.411, 1.714, 1.417)  0.0748
H (2.976, -0.757, 2.409)  0.1156
H (3.230, 0.920, 2.973)  0.1102
H (1.002, 0.805, 3.720)  0.0933
S (0.091, -3.628, 1.844)  0.4592
H (0.322, -2.555, 2.622)  -0.2412
H (0.598, -4.470, 2.764)  -0.2204



b) C2H8OS | the ωB97M-V functional and the def2-TZVPD basis

Kohn-Sham gap   9.4 eV
Charge   0

Last column: Löwdin charge in e.
Element x y z (Å)
C (-1.842, 0.509, 1.823)  -0.4405
S (-0.933, -0.524, 2.992)  0.7388
C (0.241, -1.672, 2.315)  -0.4708
H (-1.792, 0.117, 0.739)  0.0697
H (-1.559, 1.542, 1.680)  0.0168
H (-2.807, 0.456, 2.274)  -0.0039
H (1.113, -1.261, 1.857)  0.0113
H (0.699, -2.155, 3.240)  0.0576
H (-0.166, -2.346, 1.587)  0.0210
O (2.242, 1.761, -6.569)  -0.0627
H (2.029, 1.171, -5.808)  0.0541
H (2.775, 2.402, -6.128)  0.0086



Quick ranking, most stable first: a), b).



a) C2H9N2O2 | the ωB97M-V functional and the def2-TZVPD basis

Kohn-Sham gap   10.7 eV
Charge   +1

Last column: Löwdin charge in e.
Element x y z (Å)
N (-2.327, -0.246, -1.149)  0.1856
C (-1.373, -1.102, -0.367)  -0.0453
C (-0.224, -0.124, 0.259)  -0.4959
N (0.739, -0.763, 0.917)  0.1908
O (-0.084, 0.973, -0.241)  0.0813
H (-2.032, 0.637, -0.803)  0.1082
H (-3.335, -0.235, -0.863)  0.1977
H (-2.189, -0.264, -2.208)  0.2161
H (-1.845, -1.506, 0.545)  0.1322
H (-0.922, -2.010, -0.852)  0.1482
H (0.984, -1.703, 0.670)  0.1296
H (1.363, 0.004, 1.017)  0.0596
H (3.468, 1.582, 1.287)  0.0981
H (3.415, 0.999, -0.041)  0.0485
O (2.808, 1.142, 0.681)  -0.0548



b) C2H9N2O2 | the ωB97M-V functional and the def2-TZVPD basis

Kohn-Sham gap   11.5 eV
Charge   +1

Last column: Löwdin charge in e.
Element x y z (Å)
N (0.683, -0.753, 2.218)  0.1584
C (0.149, -0.834, 0.844)  -0.0479
C (1.090, 0.085, 0.026)  -0.4720
N (0.651, 0.518, -1.158)  0.2177
O (2.028, 0.532, 0.666)  0.0794
H (0.636, -1.644, 2.716)  0.1739
H (0.347, -0.090, 2.921)  0.1784
H (1.653, -0.318, 1.989)  0.1500
H (0.017, -1.875, 0.559)  0.1456
H (-0.837, -0.373, 0.731)  0.1410
H (-0.344, 0.514, -1.347)  0.0845
H (1.307, 0.786, -1.870)  0.1385
H (-3.016, 0.821, -2.351)  0.0511
H (-2.237, 1.469, -3.426)  0.0565
O (-2.127, 1.161, -2.517)  -0.0550



Quick ranking, most stable first: b), a).



a) C3H11NO3 | the ωB97M-V functional and the def2-TZVPD basis

Kohn-Sham gap   10.1 eV
Charge   0

Last column: Löwdin charge in e.
Element x y z (Å)
C (-0.761, 1.256, -0.838)  -0.1155
N (-0.340, 1.059, 0.521)  -0.0395
C (0.046, 2.001, 1.551)  -0.5101
C (0.525, 3.320, 0.916)  -0.0094
O (0.227, 1.637, 2.675)  0.0743
H (-0.189, 0.570, -1.525)  0.0895
H (-1.819, 0.933, -0.849)  0.0875
H (-0.619, 2.310, -1.142)  0.0745
H (-1.011, 0.576, 1.137)  0.1251
H (1.163, 3.876, 1.595)  0.0810
H (-0.365, 3.840, 0.547)  0.0817
H (1.020, 3.097, -0.006)  0.0603
O (-0.380, -4.869, -1.268)  -0.0475
H (-0.544, -5.590, -0.650)  0.0576
H (-1.243, -4.595, -1.598)  0.0560
O (0.812, -2.571, -2.342)  -0.0693
H (0.305, -3.256, -1.889)  -0.0252
H (1.463, -2.207, -1.741)  0.0292



b) C3H11NO3 | the ωB97M-V functional and the def2-TZVPD basis

Kohn-Sham gap   10.1 eV
Charge   0

Last column: Löwdin charge in e.
Element x y z (Å)
C (-0.036, 2.205, 1.748)  -0.0924
C (0.176, 1.803, 0.283)  -0.2409
N (0.454, 0.399, 0.070)  0.0231
C (1.583, -0.260, 0.370)  -0.3652
O (1.688, -1.469, 0.244)  -0.0100
H (-1.061, 2.041, 2.089)  0.0684
H (0.231, 3.252, 1.899)  0.0683
H (0.573, 1.646, 2.451)  0.0638
H (-0.674, 2.102, -0.327)  0.1165
H (0.988, 2.453, -0.064)  0.1097
H (-0.361, -0.091, -0.273)  0.0844
H (2.376, 0.399, 0.753)  0.1377
O (-1.242, -0.507, -2.489)  -0.0601
H (-1.961, -0.899, -1.975)  0.0183
H (-0.787, -1.255, -2.883)  0.0401
O (-1.714, -1.793, 0.098)  -0.0637
H (-0.829, -2.200, 0.154)  0.0479
H (-2.167, -2.326, 0.766)  0.0542



Quick ranking, most stable first: b), a).